No. 1
Here is a cluster of 2 separate species, C24H22NO5 in total at a distorted geometry from the Open Molecules 2025 dataset. Energies are from ωB97M-V/def2-TZVPD.

The geometry in ORCA input format:
```
! wB97M-V def2-TZVPD RIJCOSX def2/J DEFGRID3
* xyz -1 1
O 0.6304 1.9310 -5.0693
O 4.2870 1.9827 1.4378
O 3.1482 1.9546 3.4506
O 0.2602 -1.5832 -1.9966
O -1.3978 -1.1804 -3.4313
N 2.0441 -0.1669 1.9763
C -0.0411 1.1150 -4.4319
C 0.2751 0.1760 0.3234
C 1.9316 0.4876 -3.0181
C 0.4645 -2.2974 5.1803
C 1.5207 0.4528 0.9033
C -0.1855 -0.8620 -2.8910
C -1.5123 0.8554 -4.7766
C -0.5450 1.1533 -0.2045
C 2.2631 -1.2546 3.9809
C -3.9174 -0.4646 -0.6267
C -1.7631 -0.6160 -4.7322
C -1.9607 0.9848 -0.4101
C 1.8185 -1.9644 5.0890
C 3.6788 1.4980 2.4168
C 0.0153 -1.1988 3.0562
C -4.2078 1.9426 -0.5427
C 3.4600 -0.0464 2.2968
C -2.8319 2.1047 -0.4285
C -4.7624 0.6543 -0.6417
C 0.5142 0.3258 -3.3646
C -0.4317 -1.9288 4.1598
C -2.5391 -0.3025 -0.5392
C 1.3645 -0.8787 2.9623
C 3.6383 -0.8148 3.6246
H -1.8873 -1.1734 -0.5748
H -1.4779 -2.2232 4.2354
H -4.3348 -1.4727 -0.6707
H -2.3884 3.0957 -0.3244
H 4.2940 -1.6738 3.4269
H 2.1988 1.1465 0.3985
H -0.6713 -0.8880 2.2707
H 4.0947 -0.1901 4.4016
H -2.1549 1.3760 -4.0529
H -1.1778 -1.1126 -5.5241
H -0.1102 2.1478 -0.3433
H 2.1347 1.4152 -2.4698
H -5.8464 0.5228 -0.7059
H 0.0000 -0.8724 0.2450
H 2.5257 0.5334 -3.9403
H 2.2426 -0.3536 -2.3972
H 0.1013 -2.8456 6.0491
H 4.0856 -0.4519 1.4927
H -1.7059 1.2355 -5.7817
H -2.8277 -0.8488 -4.8108
H -4.8621 2.8179 -0.5305
H 2.5485 -2.2436 5.8535
*
```

* highest occupied orbital energy: -3.883 eV
* HOMO-LUMO gap: 4.83 eV
* lowest unoccupied orbital energy: 0.035 hartree

Atomic partial charges in e from the Löwdin method, atoms 1 to 2:
1 O -0.02
2 O -0.04

=====

No. 2
Here is a structure of composition C24H23AgIN2O4 from the Open Molecules 2025 dataset. Energies are from ωB97M-V/def2-TZVPD.

The geometry in ORCA input format:
```
! wB97M-V def2-TZVPD RIJCOSX def2/J DEFGRID3
* xyz -1 1
I 4.2222 -0.9618 -1.4929
Ag 1.4774 -1.0218 -0.7401
O -0.4697 4.6675 -2.5829
O 1.6088 -5.0004 1.0929
O -0.7403 -0.6267 -0.7861
O 1.8515 -3.1671 -0.1949
N -3.5032 1.5530 -1.1610
N 1.7509 1.2835 -0.9420
C 4.4383 3.8742 -1.1415
C -1.2177 -3.6814 0.9333
C 0.7367 1.9719 -1.3327
C -2.7766 0.4749 -1.0756
C -0.9706 4.3055 -1.2807
C -2.8746 2.7686 -1.1946
C -1.3545 -4.7540 -0.1216
C -3.4741 -1.4243 3.0244
C -2.2411 -2.0813 2.4491
C 3.0327 1.8733 -1.1322
C -2.3444 -3.0973 1.5052
C 5.5822 3.1070 -1.3127
C -1.5227 2.9097 -1.2195
C 0.0481 -3.2444 1.3248
C 5.4543 1.7306 -1.3895
C 0.1780 -2.2328 2.2784
C -0.6834 1.7519 -1.1248
C -3.4479 -0.8641 -1.0397
C 3.2006 3.2650 -1.0415
C 1.5418 -1.7388 2.7104
C 1.2809 -3.8705 0.7065
C -0.9697 -1.6665 2.8274
C 4.2048 1.1243 -1.3041
C -1.3119 0.4796 -0.9670
H -1.1376 4.4024 -3.2229
H 1.4930 -1.2903 3.7052
H -1.7464 5.0054 -0.9709
H 1.9204 -0.9811 2.0275
H -4.5280 -0.7275 -1.0166
H 6.5613 3.5669 -1.3719
H 4.5061 4.9535 -1.0678
H -3.5186 3.6445 -1.1990
H -0.9703 -4.3928 -1.0816
H -3.3313 -3.4406 1.1985
H -3.6574 -0.4529 2.5540
H -3.1112 -1.4368 -0.1735
H -0.7689 -5.6344 0.1480
H -3.3691 -1.2538 4.0993
H -3.1679 -1.4561 -1.9190
H 0.9435 2.8722 -1.9131
H -2.4003 -5.0416 -0.2564
H -4.3606 -2.0416 2.8630
H 2.3292 3.8840 -0.8568
H -0.1311 4.4248 -0.5997
H 6.3327 1.1100 -1.5138
H 2.2723 -2.5496 2.7250
H -0.8665 -0.8724 3.5675
*
```

* highest occupied orbital energy: -4.833 eV
* HOMO-LUMO gap: 7.12 eV
* lowest unoccupied orbital energy: 0.084 hartree

Atomic partial charges in e from the Löwdin method, atoms 1 to 2:
1 I 1.01
2 Ag 0.60

=====

No. 3
Here is a structure of composition C24H23BCeF13N5O4S3 at a distorted geometry from the Open Molecules 2025 dataset. Energies are from ωB97M-V/def2-TZVPD.

The geometry in ORCA input format:
```
! wB97M-V def2-TZVPD RIJCOSX def2/J DEFGRID3
* xyz 0 1
Ce -0.4439 -1.0330 0.8512
S 1.6399 -0.6038 -1.3017
S -3.3185 -0.4219 0.1317
S -0.8270 -2.6376 -2.5246
F 3.0047 0.3419 5.1140
F 2.4645 1.9311 3.7568
F 1.8699 -2.6017 2.5923
F 0.2547 -1.6403 3.6618
F -1.8969 -4.4088 2.6957
F -5.7697 1.6319 0.3483
F -2.4617 -3.5005 0.6573
F -6.3977 1.9813 2.3855
F -1.9655 -2.1090 2.4108
F -0.3146 -3.2929 1.3965
F 0.9197 0.8213 4.7855
F -5.9989 -0.0295 1.7149
F 2.1298 -2.0794 4.6579
O 1.1371 0.1499 2.0734
O 1.4136 -1.1134 -2.6294
O 1.7049 -1.6106 -0.2293
O -0.8943 -2.0497 -1.1240
N 0.2151 1.7500 -2.6994
N 0.5108 0.3866 -0.7845
N 6.9166 2.1010 -1.3258
N -1.2717 1.7742 -0.8561
N -1.8431 0.7980 1.8828
C -1.5483 1.6996 2.8200
C 3.3112 1.5276 -1.7670
C 4.5413 2.1521 -1.7629
C -3.4201 -2.8160 -3.3118
C 3.2035 0.2184 -1.3133
C -1.9848 2.7171 -1.4430
C -1.5238 -1.3345 -3.5930
C -0.5261 2.6937 -3.2767
C 3.4863 -0.4124 2.4280
C -2.3476 -3.6545 -2.6272
C 1.6062 -1.6565 3.5122
C -2.4995 2.4958 3.4157
C -0.1896 1.3262 -1.5029
C -2.6845 -1.9633 -4.3448
C 2.1134 0.7062 4.1820
C 4.3269 -0.4700 -0.8788
C -1.6552 3.2311 -2.6902
C -5.5711 1.2341 1.6209
C -3.8255 2.3196 3.0332
C 2.0671 -0.2697 2.9804
C 5.5567 0.1559 -0.8760
C -3.1139 0.6562 1.4371
C -4.1433 1.4060 2.0492
C 5.6796 1.4801 -1.3048
B -1.7183 -3.4020 1.8127
H -3.9032 -2.1684 -2.5766
H -2.8581 3.0622 -0.8966
H -2.0889 -4.5494 -3.1937
H 4.6308 3.1715 -2.1189
H 2.4293 2.0400 -2.1229
H 6.9014 3.1071 -1.3421
H -0.1806 3.0293 -4.2492
H -0.7219 -0.9355 -4.2098
H -4.1833 -3.4434 -3.7708
H -2.3088 -2.5947 -5.1546
H 4.1506 -0.8741 3.1573
H -2.2419 4.0015 -3.1668
H -4.6139 2.8901 3.5040
H -2.2214 3.2191 4.1674
H -1.8634 -0.5718 -2.8867
H 3.8606 0.5732 2.1563
H 6.4376 -0.3715 -0.5300
H -2.5852 -3.9287 -1.5996
H -3.3283 -1.2021 -4.7844
H 3.4264 -1.0233 1.5343
H 7.6154 1.7208 -0.7102
H -0.5038 1.7667 3.0960
H 4.2318 -1.4945 -0.5431
*
```

* highest occupied orbital energy (alpha / beta): -7.910 / -7.910 eV
* HOMO-LUMO gap (alpha / beta): 5.76 / 5.77 eV
* lowest unoccupied orbital energy (alpha / beta): -0.079 / -0.078 hartree

Atomic partial charges in e from the Löwdin method, atoms 1 to 2:
1 Ce 1.29
2 S 0.65

=====

No. 4
Here is a structure of composition C24H23BCl3F4N2OSeSiTeV from the Open Molecules 2025 dataset. Energies are from ωB97M-V/def2-TZVPD.

The geometry in ORCA input format:
```
! wB97M-V def2-TZVPD RIJCOSX def2/J DEFGRID3
* xyz -2 3
Te 2.7307 -1.6603 2.2480
Se 0.2729 1.7710 -2.3690
V 0.0292 0.2894 -0.1673
Cl -2.9044 0.8068 2.4473
Cl -3.3133 2.4189 -0.3502
Cl -3.7855 -0.8130 -0.2561
Si -2.4021 0.6666 0.3950
F -0.4888 -0.9189 -1.9589
F -0.7589 -3.2334 -1.9143
F 1.3418 -2.3158 -1.8641
F -0.0584 -1.9879 -0.0685
O 0.2999 2.0241 0.8285
N 0.5393 -0.0086 1.7000
N 1.6208 4.2768 -1.4445
C 0.6538 1.2633 1.8389
C 1.2408 1.2899 4.2686
C 3.0901 0.1338 -0.1571
C 4.4340 2.1033 -0.3736
C 6.6789 -3.6331 1.6538
C 4.4387 0.8595 1.7118
C 8.4545 -4.6121 3.1445
C 3.5261 -0.0419 1.1522
C 4.6588 -2.6213 2.5225
C 5.1065 -2.9183 3.8187
C 1.0878 3.2975 -1.7557
C 1.8413 1.8847 5.3668
C 1.2622 1.9240 3.0284
C 7.1343 -3.9184 2.9331
C 4.2970 -2.5608 5.0393
C 4.9263 0.7454 3.1291
C 2.5128 3.7391 3.9909
C 5.4598 -3.0004 1.4293
C 2.4883 3.1076 5.2278
C 6.3309 -3.5572 4.0035
C 3.5342 1.2024 -0.9208
C 1.8905 3.1586 2.8946
C 5.0363 -2.7385 0.0105
C 4.8811 1.9225 0.9239
B 0.0157 -2.1945 -1.4813
H 5.5698 2.6391 1.3598
H 2.9741 3.5653 6.0823
H 2.4173 -0.5947 -0.6105
H 5.5429 1.6075 3.3899
H 8.4172 -5.6456 2.7906
H 3.9795 -2.9690 -0.1343
H 3.3960 -3.1744 5.1088
H 5.6315 -3.3338 -0.6843
H 4.7616 2.9591 -0.9497
H 3.9644 -1.5231 4.9996
H 7.2879 -3.9148 0.7987
H 0.7446 0.3300 4.3415
H 8.7231 -4.6299 4.2015
H 1.8178 1.3914 6.3321
H 1.8910 3.6316 1.9196
H 4.8823 -2.7148 5.9481
H 3.0179 4.6921 3.8814
H 9.2558 -4.1089 2.5996
H 5.1611 -1.6858 -0.2490
H 4.0810 0.7098 3.8171
H 6.6660 -3.7702 5.0150
H 5.5182 -0.1600 3.2782
H 3.1424 1.3418 -1.9188
*
```

* highest occupied orbital energy (alpha / beta): -2.475 / -2.843 eV
* HOMO-LUMO gap (alpha / beta): 6.27 / 6.64 eV
* lowest unoccupied orbital energy (alpha / beta): 0.140 / 0.140 hartree

Atomic partial charges in e from the Löwdin method, atoms 1 to 2:
1 Te 1.47
2 Se 0.62

=====

Computed energy, in the same sequence as the records: -36973.050, -48534.049, -122351.238, -185622.336 eV.